[1]
# C4H12NP2

2 unconnected molecules or ions with the total composition C4H12NP2 at a distorted geometry (ωB97M-V/def2-TZVPD, OMol25).

Values from the calculation:
**Lowest unoccupied orbital energy (alpha / beta)**: -4.8173 / -5.1285 eV
**Charge**: +1

Last columns: bonded neighbours and bond lengths (Å).
Element x y z (Å)
1 C -0.29760 -2.80294 0.12329  P6 1.647, H8 1.146, H9 1.119
2 C -0.37994 0.09796 1.41570  C4 1.517, H10 1.149, H11 1.188, H12 1.036
3 C -1.51081 1.29996 -1.19842  N5 1.580, H13 1.074, H14 1.173, H15 1.160
4 C 0.06511 -0.13525 -0.01597  C2 1.517, N5 1.429, P6 1.821
5 N 0.00820 0.99680 -0.88640  C3 1.580, C4 1.429, H16 1.029, H17 1.000
6 P -0.15230 -1.63401 -1.02712  C1 1.647, C4 1.821
7 P 3.05191 0.18398 -0.31526  H18 1.467, H19 1.400
8 H -0.40952 -3.93674 0.00039  C1 1.146
9 H -0.19743 -2.60209 1.21904  C1 1.119
10 H 0.09772 1.10671 1.68906  C2 1.149
11 H 0.15229 -0.65784 2.16129  C2 1.188
12 H -1.41354 0.16373 1.44223  C2 1.036
13 H -1.94348 0.35595 -1.47161  C3 1.074
14 H -2.12771 1.81390 -0.34392  C3 1.173
15 H -1.45694 1.94253 -2.16326  C3 1.160
16 H 0.45017 0.77404 -1.78828  N5 1.029
17 H 0.32285 1.86944 -0.51227  N5 1.000
18 H 3.65865 -0.62507 0.74687  P7 1.467
19 H 2.73832 -0.74888 -1.31055  P7 1.400

[2]
# C4H12NPS2

2 unconnected molecules or ions with the total composition C4H12NPS2 at a distorted geometry (ωB97M-V/def2-TZVPD, OMol25).

Values from the calculation:
**Lowest unoccupied orbital energy (alpha / beta)**: -1.7108 / -1.5891 eV

Last columns: bonded neighbours and bond lengths (Å).
Element x y z (Å)
1 C 2.31691 0.92868 -1.86053  C4 1.517, H9 1.151, H10 1.116, H11 1.182
2 C -2.49846 -0.74909 -0.04989  N5 1.498, H12 0.986, H13 1.030, H14 1.167
3 C 0.19577 -0.18810 3.44473  S8 1.772, H15 1.033, H16 1.019, H17 1.195
4 C 1.04581 0.10350 -1.93762  C1 1.517, P6 1.855, H18 1.191, H19 1.114
5 N -1.42103 -0.61452 -1.08180  C2 1.498, P6 1.695, H20 1.002
6 P 0.03318 -0.07865 -0.39467  C4 1.855, N5 1.695, S7 2.008
7 S -0.32702 1.71810 0.42628  P6 2.008
8 S 0.95784 -1.57088 2.64027  C3 1.772
9 H 3.27756 0.41321 -1.49064  C1 1.151
10 H 2.65011 1.16616 -2.89915  C1 1.116
11 H 1.94145 1.91101 -1.32094  C1 1.182
12 H -3.37655 -0.74611 -0.49733  C2 0.986
13 H -2.48557 -1.55875 0.58596  C2 1.030
14 H -2.59766 0.21540 0.59896  C2 1.167
15 H 0.65855 0.23401 4.26629  C3 1.033
16 H -0.77859 -0.34418 3.69898  C3 1.019
17 H -0.03761 0.77244 2.77381  C3 1.195
18 H 1.31225 -0.93264 -2.46014  C4 1.191
19 H 0.43400 0.66297 -2.68238  C4 1.114
20 H -1.30096 -1.34255 -1.76018  N5 1.002

[3]
# C4H12NS2

2 unconnected molecules or ions with the total composition C4H12NS2 at a distorted geometry (ωB97M-V/def2-TZVPD, OMol25).

Values from the calculation:
**Lowest unoccupied orbital energy**: -4.5053 eV
**Charge**: +1

Last columns: bonded neighbours and bond lengths (Å).
Element x y z (Å)
1 C -0.53026 2.34340 -0.52237  N5 1.498, H8 1.163, H9 1.068, H10 1.199
2 C -2.22982 0.74152 0.15586  N5 1.440, H11 1.053, H12 1.111, H13 1.100
3 C 2.56842 -1.01514 0.93312  S7 1.842, H14 1.167, H15 1.053, H16 1.049
4 C 0.03168 0.09339 0.31092  N5 1.301, S7 1.743, H17 1.107
5 N -0.82722 1.06468 0.19828  C1 1.498, C2 1.440, C4 1.301
6 S 0.32675 -2.52611 -1.52859  H18 1.486, H19 1.319
7 S 1.69926 0.15492 -0.19241  C3 1.842, C4 1.743
8 H 0.48543 2.22681 -1.07695  C1 1.163
9 H -1.29590 2.45457 -1.25843  C1 1.068
10 H -0.49824 3.32934 0.16001  C1 1.199
11 H -2.17641 -0.29775 0.31945  C2 1.053
12 H -2.70124 1.42022 0.89912  C2 1.111
13 H -2.69575 0.93363 -0.82178  C2 1.100
14 H 3.55311 -1.12498 0.31652  C3 1.167
15 H 2.00750 -1.90271 0.84967  C3 1.053
16 H 2.79117 -0.64677 1.88965  C3 1.049
17 H -0.33973 -0.84765 0.75976  C4 1.107
18 H -0.07951 -3.89402 -1.11435  S6 1.486
19 H -0.08923 -2.50735 -0.27747  S6 1.319

[4]
# C4H12NSi

A gas-phase ion, C4H12NSi (charge +1) at a distorted geometry (ωB97M-V/def2-TZVPD, OMol25).

Values from the calculation:
**Lowest unoccupied orbital energy (alpha / beta)**: -3.2384 / -6.9041 eV
**Charge**: +1
**2S+1**: 3

Last columns: bonded neighbours and bond lengths (Å).
Element x y z (Å)
1 C -0.13768 0.36999 -0.31441  C2 1.418, N5 1.463, H7 1.039
2 C -1.13235 0.76925 0.61472  C1 1.418, Si6 1.886, H8 1.030
3 C 0.31884 -2.03141 0.35849  N5 1.519, H9 1.111, H10 1.019, H11 1.057
4 C 1.98476 -0.53487 -0.85823  N5 1.447, H12 1.016, H13 1.099, H14 1.152
5 N 0.85457 -0.64633 0.03798  C1 1.463, C3 1.519, C4 1.447, H15 1.108
6 Si -2.10831 2.33350 0.21646  C2 1.886, H16 1.343, H17 1.484, H18 1.383
7 H -0.00562 0.72634 -1.28109  C1 1.039
8 H -1.03690 0.38660 1.56614  C2 1.030
9 H 0.71065 -2.50750 1.28218  C3 1.111
10 H -0.66236 -1.89499 0.59661  C3 1.019
11 H 0.32626 -2.75602 -0.41134  C3 1.057
12 H 2.70547 -1.18336 -0.55446  C4 1.016
13 H 1.63895 -0.88640 -1.84026  C4 1.099
14 H 2.32077 0.56686 -0.84330  C4 1.152
15 H 1.31385 -0.40630 1.01784  N5 1.108
16 H -1.52299 3.13245 1.12400  Si6 1.343
17 H -3.54192 2.02074 0.43725  Si6 1.484
18 H -2.02600 2.54147 -1.14858  Si6 1.383

[5]
# C4H12O

2 unconnected molecules or ions with the total composition C4H12O at a distorted geometry (ωB97M-V/def2-TZVPD, OMol25).

Values from the calculation:
**Lowest unoccupied orbital energy**: 0.9745 eV
**SMILES**: CCO.CC

Last columns: bonded neighbours and bond lengths (Å).
Element x y z (Å)
1 C 0.55323 1.44604 0.55700  C2 1.511, H4 1.086, H5 1.079, H6 1.096
2 C 0.65606 0.07216 1.17788  C1 1.511, O3 1.459, H7 1.093, H8 1.103
3 O 0.64679 0.27207 2.62349  C2 1.459, H9 0.965
4 H 0.50744 2.14347 1.38828  C1 1.086
5 H -0.26455 1.54766 -0.13961  C1 1.079
6 H 1.50408 1.72655 0.09075  C1 1.096
7 H -0.16408 -0.62478 0.98749  C2 1.093
8 H 1.61217 -0.43341 0.96187  C2 1.103
9 H 0.65434 -0.59880 3.03815  O3 0.965
10 C -0.33478 -0.49180 -2.46064  C11 1.517, H12 1.090, H13 1.084, H14 1.092
11 C -1.45967 -1.14617 -1.68108  C10 1.517, H15 1.092, H16 1.091, H17 1.089
12 H -0.64335 0.01316 -3.37659  C10 1.090
13 H 0.21168 0.27552 -1.92479  C10 1.084
14 H 0.36348 -1.24581 -2.82860  C10 1.092
15 H -1.07388 -1.97884 -1.08992  C11 1.092
16 H -2.20255 -1.58120 -2.35051  C11 1.091
17 H -1.97700 -0.47298 -0.99883  C11 1.089

[6]
# C4H12O

2 unconnected molecules or ions with the total composition C4H12O at a distorted geometry (ωB97M-V/def2-TZVPD, OMol25).

Values from the calculation:
**Lowest unoccupied orbital energy**: 0.8396 eV
**SMILES**: CCC.CO

Last columns: bonded neighbours and bond lengths (Å).
Element x y z (Å)
1 C -2.11948 -2.31472 0.54839  C2 1.544, H4 1.091, H5 1.083, H6 1.078
2 C -1.71755 -0.95520 -0.06425  C1 1.544, C3 1.535, H7 1.084, H8 1.090
3 C -0.60938 -1.08079 -1.11830  C2 1.535, H9 1.092, H10 1.090, H11 1.098
4 H -2.65469 -2.15767 1.48612  C1 1.091
5 H -1.21799 -2.83668 0.84565  C1 1.083
6 H -2.72727 -2.88888 -0.13166  C1 1.078
7 H -2.58453 -0.48970 -0.51974  C2 1.084
8 H -1.38132 -0.30301 0.74187  C2 1.090
9 H 0.18306 -1.71813 -0.71949  C3 1.092
10 H -1.02071 -1.47667 -2.04698  C3 1.090
11 H -0.28837 -0.07559 -1.42230  C3 1.098
12 C 2.37384 1.51461 0.13466  O13 1.424, H14 1.081, H15 1.087, H16 1.097
13 O 1.97608 2.83395 0.49380  C12 1.424, H17 0.962
14 H 3.26161 1.28062 0.70471  C12 1.081
15 H 2.52613 1.43564 -0.93893  C12 1.087
16 H 1.61000 0.78257 0.42408  C12 1.097
17 H 1.02391 2.83681 0.62894  O13 0.962

[7]
# C4H12O

2 unconnected molecules or ions with the total composition C4H12O at a distorted geometry (ωB97M-V/def2-TZVPD, OMol25).

Values from the calculation:
**Lowest unoccupied orbital energy**: 0.9231 eV
**SMILES**: CCO.CC

Last columns: bonded neighbours and bond lengths (Å).
Element x y z (Å)
1 C -1.69595 0.63245 1.69870  C2 1.501, H4 1.095, H5 1.105, H6 1.094
2 C -0.40615 0.80996 0.95163  C1 1.501, O3 1.407, H7 1.109, H8 1.108
3 O -0.30353 2.06747 0.32918  C2 1.407, H9 0.953
4 H -1.95299 -0.39498 1.97506  C1 1.095
5 H -2.49557 0.83312 0.96271  C1 1.105
6 H -1.86871 1.43917 2.41748  C1 1.094
7 H 0.43952 0.80296 1.66895  C2 1.109
8 H -0.21950 -0.11698 0.37490  C2 1.108
9 H -0.93488 2.05040 -0.38452  O3 0.953
10 C 1.01643 -1.55368 -2.16493  C11 1.508, H12 1.106, H13 1.089, H14 1.093
11 C 1.42303 -1.73781 -0.72419  C10 1.508, H15 1.108, H16 1.081, H17 1.089
12 H 0.25656 -0.75133 -2.21199  C10 1.106
13 H 1.86863 -1.36072 -2.81540  C10 1.089
14 H 0.54216 -2.46203 -2.54597  C10 1.093
15 H 2.42412 -2.20465 -0.64064  C11 1.108
16 H 0.86219 -2.43370 -0.11583  C11 1.081
17 H 1.47697 -0.83158 -0.12342  C11 1.089

[8]
# C4H12O

2 unconnected molecules or ions with the total composition C4H12O at a distorted geometry (ωB97M-V/def2-TZVPD, OMol25).

Values from the calculation:
**Lowest unoccupied orbital energy**: 0.8170 eV
**SMILES**: CCCC.O

Last columns: bonded neighbours and bond lengths (Å).
Element x y z (Å)
1 C -1.98072 1.19899 -0.33340  C2 1.493, H5 1.196, H6 1.108, H7 1.118
2 C -1.32726 -0.10151 -0.66583  C1 1.493, C3 1.685, H8 1.103, H9 1.106
3 C -0.22813 -0.59032 0.51477  C2 1.685, C4 1.507, H10 1.093, H11 1.107
4 C 0.69641 -1.66804 0.00954  C3 1.507, H12 1.080, H13 1.106, H14 1.093
5 H -1.21008 2.11362 -0.30436  C1 1.196
6 H -2.35850 1.21486 0.70832  C1 1.108
7 H -2.79855 1.47136 -1.04518  C1 1.118
8 H -0.76542 -0.08481 -1.61452  C2 1.103
9 H -2.00795 -0.97226 -0.71010  C2 1.106
10 H -0.76636 -0.81367 1.43916  C3 1.093
11 H 0.37965 0.33308 0.57424  C3 1.107
12 H 0.34094 -2.60078 -0.40385  C4 1.080
13 H 1.35797 -1.80909 0.88474  C4 1.106
14 H 1.33041 -1.29793 -0.80054  C4 1.093
15 O 3.45420 1.34883 0.77196  H16 0.967, H17 0.967
16 H 2.90554 1.74143 0.07917  O15 0.967
17 H 2.97786 0.51623 0.89587  O15 0.967

[9]
# C4H12O

2 unconnected molecules or ions with the total composition C4H12O at a distorted geometry (ωB97M-V/def2-TZVPD, OMol25).

Values from the calculation:
**Lowest unoccupied orbital energy**: 0.9939 eV
**SMILES**: CCO.CC

Last columns: bonded neighbours and bond lengths (Å).
Element x y z (Å)
1 C -2.50501 -1.40842 0.83533  C2 1.547, H4 1.108, H5 1.132, H6 1.060
2 C -2.27235 -0.92845 -0.61697  C1 1.547, O3 1.424, H7 1.081, H8 1.121
3 O -1.31110 0.12075 -0.67561  C2 1.424, H9 0.947
4 H -3.08174 -2.35388 0.81758  C1 1.108
5 H -3.28665 -0.75145 1.32307  C1 1.132
6 H -1.56462 -1.47701 1.32022  C1 1.060
7 H -2.00379 -1.72042 -1.30125  C2 1.081
8 H -3.22320 -0.42695 -0.93304  C2 1.121
9 H -0.42457 -0.08542 -0.93598  O3 0.947
10 C 2.77483 0.85117 0.67965  C11 1.514, H12 1.083, H13 1.048, H14 1.097
11 C 2.05394 1.34215 -0.55805  C10 1.514, H15 1.083, H16 1.089, H17 1.124
12 H 3.57229 1.56154 0.86157  C10 1.083
13 H 2.27586 0.61092 1.56925  C10 1.048
14 H 3.26670 -0.07838 0.36615  C10 1.097
15 H 0.97619 1.23684 -0.53803  C11 1.083
16 H 2.53686 1.06465 -1.49349  C11 1.089
17 H 2.21636 2.44236 -0.72039  C11 1.124

[10]
# C4H12O

2 unconnected molecules or ions with the total composition C4H12O at a distorted geometry (ωB97M-V/def2-TZVPD, OMol25).

Values from the calculation:
**Lowest unoccupied orbital energy**: 0.8066 eV
**SMILES**: CCCC.O

Last columns: bonded neighbours and bond lengths (Å).
Element x y z (Å)
1 C 0.00000 0.00000 0.00000  C2 1.537, H5 1.103, H6 1.103, H7 1.103
2 C 0.10204 0.68834 1.37055  C1 1.537, C3 1.599, H8 1.107, H9 1.107
3 C -0.30518 2.23427 1.35126  C2 1.599, C4 1.533, H10 1.107, H11 1.107
4 C -1.68795 2.45917 0.72975  C3 1.533, H12 1.103, H13 1.103, H14 1.103
5 H 0.53046 0.48400 -0.83724  C1 1.103
6 H -1.07493 -0.04441 -0.24324  C1 1.103
7 H 0.37909 -1.03015 0.10815  C1 1.103
8 H -0.44083 0.11049 2.14309  C2 1.107
9 H 1.17184 0.70762 1.65444  C2 1.107
10 H -0.21121 2.68112 2.35969  C3 1.107
11 H 0.36323 2.79591 0.67064  C3 1.107
12 H -2.45574 1.91225 1.30245  C4 1.103
13 H -1.75668 2.15676 -0.32875  C4 1.103
14 H -1.89864 3.53948 0.80139  C4 1.103
15 O -5.90641 0.56724 -1.48890  H16 0.984, H17 0.984
16 H -5.16024 1.13702 -1.78357  O15 0.984
17 H -6.70218 1.14079 -1.56665  O15 0.984